Entry 1:
C3H5N3 in the gas phase at a distorted geometry, computed with ωB97M-V with the def2-TZVPD basis set.

Element x y z (Å)
N -1.688071 -0.627397 -0.175372
C -0.352477 -0.139373 -0.052001
C 0.840117 -0.962815 -0.252777
N 1.991220 -0.459200 -0.026989
N 0.397350 2.141964 0.766891
C -0.001579 1.067155 0.362539
H -2.234466 -0.091771 -0.842130
H -2.201189 -0.683264 0.696490
H 0.625758 -2.001058 -0.518290
H 2.735855 -1.133773 -0.162675
H -0.055952 2.848686 0.210243

Atoms 1-2, force components in eV/Å:
N -0.094 0.003 0.102
C 0.370 0.053 0.078

Its multiplicity is 1. Its frontier orbital gap is 9.2 eV. For the relative energy (zero: lowest compared OMol25 entry of this formula, charge and spin), the calculation gives 58.51 kcal per mole. Its SMILES is [H]/N=C/C(N)=C=N. The calculation puts the total energy at -281.49681 Ha.

Entry 2:
A molecular structure, C16H56N20O12 at a distorted geometry, computed with ωB97M-V with the def2-TZVPD basis set.

Element x y z (Å)
C -10.288735 -9.738379 -14.536558
C -10.801180 -10.752977 -15.550039
C -11.584001 -11.879082 -14.945539
O -11.682522 -9.975515 -16.405602
H -9.974990 -8.793846 -14.980986
H -9.507725 -10.123474 -13.880946
H -11.129363 -9.512525 -13.880484
H -9.861949 -11.145259 -15.939982
H -12.415258 -11.446291 -14.388926
H -11.089188 -12.437919 -14.151217
H -12.071895 -12.573390 -15.629645
H -12.496764 -9.817119 -15.922360
C -8.994188 -12.115375 -11.079134
C -9.790118 -11.510085 -12.165438
C -10.048887 -10.012493 -11.934776
O -9.047637 -11.672290 -13.378794
H -8.123966 -11.459058 -11.071871
H -8.520215 -13.075348 -11.283845
H -9.531016 -12.109488 -10.130519
H -10.745585 -12.022922 -12.275777
H -9.173513 -9.382365 -12.092062
H -10.417953 -9.717124 -10.952605
H -10.889947 -9.688998 -12.548029
H -8.850346 -12.599849 -13.528141
C -11.513386 -7.948337 -10.927841
O -11.866975 -9.087961 -10.994430
N -10.548751 -7.407678 -11.577855
N -12.024387 -7.074146 -10.081296
H -10.315825 -6.434081 -11.443868
H -10.043976 -8.067079 -12.152746
H -11.552696 -6.245687 -9.747733
H -12.929058 -7.342320 -9.721094
C -6.465058 -9.530702 -11.850737
O -6.313013 -9.368078 -13.005698
N -5.444575 -9.884560 -11.102234
N -7.633924 -9.574813 -11.306654
H -5.653564 -10.173687 -10.157333
H -4.598035 -9.929917 -11.651239
H -7.710858 -9.912373 -10.357840
H -8.403223 -9.296017 -11.898725
C -11.744134 -4.731107 -15.837033
O -11.044650 -3.905151 -16.255384
N -12.743210 -5.186471 -16.487719
N -11.668770 -5.313383 -14.721123
H -12.883608 -4.790160 -17.406036
H -13.384877 -5.853152 -16.082866
H -10.841852 -5.183744 -14.155871
H -12.175886 -6.183877 -14.649185
C -9.995815 -7.640159 -17.016845
O -9.358998 -7.953129 -15.959863
N -9.477393 -7.691720 -18.224661
N -11.182915 -7.099095 -17.045336
H -10.106435 -7.437937 -18.972998
H -8.481863 -7.528092 -18.272009
H -11.553105 -6.690805 -17.891720
H -11.607845 -6.958196 -16.139973
C -5.867642 -6.435763 -11.753985
O -5.993468 -5.608822 -10.975290
N -4.702311 -6.741176 -12.270490
N -6.708314 -7.240893 -12.190232
H -3.968256 -6.090719 -12.029264
H -4.821058 -7.188551 -13.168180
H -7.706500 -7.111263 -12.107005
H -6.359174 -8.103833 -12.582073
C -8.933764 -7.670920 -13.267987
O -8.885043 -7.561421 -12.051615
N -8.250574 -8.511962 -14.050849
N -9.739552 -6.956182 -13.982877
H -7.575807 -9.170878 -13.689451
H -8.559067 -8.672817 -14.999042
H -10.223743 -6.256660 -13.438523
H -9.564092 -7.088897 -14.968627
C -10.812955 -4.409830 -12.772459
O -10.073742 -5.094932 -13.411704
N -10.946111 -4.402616 -11.446136
N -11.733387 -3.577905 -13.310590
H -11.628723 -3.728014 -11.131408
H -10.374066 -4.991671 -10.858013
H -12.419090 -3.144494 -12.708873
H -11.584753 -3.272277 -14.261690
C -7.662662 -4.079048 -12.970753
O -7.968697 -3.448895 -13.947147
N -6.642707 -3.858434 -12.301495
N -8.353968 -5.037293 -12.494340
H -6.314087 -4.470535 -11.568399
H -6.175542 -2.963852 -12.341144
H -9.317364 -5.153176 -12.774573
H -7.979101 -5.651513 -11.785601
C -5.924892 -11.968167 -14.144495
O -5.938948 -12.975699 -14.844535
N -5.299245 -11.783145 -12.984921
N -6.635914 -10.895175 -14.357208
H -5.232622 -10.881146 -12.535410
H -4.761295 -12.538304 -12.584374
H -7.366816 -10.969997 -15.050243
H -6.631975 -10.092468 -13.744225
C -7.386257 -9.983908 -17.311202
O -6.711617 -9.134598 -16.782197
N -6.972746 -10.946732 -18.136376
N -8.640697 -10.163726 -16.913545
H -7.667528 -11.676752 -18.069597
H -6.025139 -11.177958 -18.398452
H -8.934217 -9.475372 -16.235225
H -9.391546 -10.560555 -17.460190

Atoms 1-2, force components in eV/Å:
C -2.109 -1.324 0.290
C -0.239 0.463 1.928

Its multiplicity is 1. Its frontier orbital gap is 7.6 eV. The calculation puts the total energy at -2640.08326 Ha.

Entry 3:
A molecular structure, C3H3CsLiO3 at a distorted geometry, computed with ωB97M-V with the def2-TZVPD basis set.

Element x y z (Å)
C 0.220561 0.298246 1.537342
C -0.101876 0.125501 0.087646
O 0.335838 -1.151235 -0.341083
O -0.379158 0.950183 2.345228
H 0.395470 0.940293 -0.465268
H -1.189411 0.256215 -0.042182
O -0.446523 -0.650219 -2.345910
C 0.110530 -1.510778 -1.632811
Li -0.044415 2.155797 3.840307
Cs -0.554139 -3.793752 -6.275218
H 1.653123 2.379749 3.291949

Atoms 1-2, force components in eV/Å:
C -0.571 0.471 0.671
C -0.320 0.260 -0.389

Its multiplicity is 2. Its frontier orbital gap (spin up / spin down) is 3.4 / 3.4 eV. For the relative energy (zero: lowest compared OMol25 entry of this formula, charge and spin), the calculation gives 80.58 kcal per mole. Its expectation value of S² is 0.7528. The calculation puts the total energy at -369.26947 Ha.

Entry 4:
CH3NOP2S in the gas phase at a distorted geometry, computed with ωB97M-V with the def2-TZVPD basis set.

Element x y z (Å)
C 1.070075 0.919571 -1.674990
N 0.438498 1.044513 -0.496717
O -1.069679 0.157798 1.382785
P -0.833315 1.365817 0.326560
P -0.088186 -1.242969 1.501181
S 0.489771 0.003743 -2.911170
H 2.037684 1.457379 -1.505272
H -1.039560 -1.983816 0.765536
H -1.005287 -1.722036 2.612086

Atoms 1-2, force components in eV/Å:
C 0.452 0.144 1.206
N -1.442 -0.188 0.263

Its multiplicity is 1. Its frontier orbital gap is 8.1 eV. For the relative energy (zero: lowest compared OMol25 entry of this formula, charge and spin), the calculation gives 36.69 kcal per mole. Its SMILES is PO/P=N/C=S. The calculation puts the total energy at -1250.76112 Ha.

Entry 5:
A molecular structure, C18H30NO2P2V at a distorted geometry, computed with ωB97M-V with the def2-TZVPD basis set.

Element x y z (Å)
V -0.101672 -0.028164 0.146969
P -2.458132 0.345484 -0.171463
C -2.285791 1.054526 -1.858249
C -0.901986 1.258109 -2.388478
N 0.143311 0.903943 -1.622876
C 1.388667 1.221770 -2.019446
C 1.603524 1.763236 -3.283739
C 0.526567 2.057394 -4.122468
C -0.755233 1.783765 -3.666519
C 2.486429 0.882553 -1.046999
P 2.271629 -0.764478 -0.217626
H -1.664446 1.968057 -4.245553
H 2.636004 1.919847 -3.589258
H 0.674588 2.489303 -5.110910
H 3.431152 0.786783 -1.595306
H 2.563668 1.653317 -0.254052
H -2.817395 0.387035 -2.528166
H -2.855002 1.998073 -1.841485
H -1.913186 -3.959307 -4.032405
O -1.261341 -3.823526 -4.731217
H -1.569831 -2.987602 -5.117124
H 0.689376 -3.798339 0.545339
O 0.042931 -3.077987 0.556033
H -0.819259 -3.538678 0.497557
C 3.240681 -1.812178 -1.346622
H 4.015401 -1.204957 -1.832873
H 3.734126 -2.603679 -0.768864
H 2.620423 -2.283425 -2.112709
C 3.538638 -0.723484 1.099521
H 3.604020 -1.742037 1.508834
H 4.521563 -0.445406 0.684405
H 3.256897 -0.049837 1.916734
C -3.695291 1.507863 0.563291
H -4.709886 1.217794 0.244247
H -3.633508 1.456700 1.660305
H -3.522725 2.548967 0.258092
C -3.549526 -1.067266 -0.434608
H -3.737350 -1.496256 0.560696
H -4.500303 -0.730943 -0.879164
H -3.080827 -1.826422 -1.074059
C 0.123309 1.567293 1.516375
C 0.165468 0.933163 2.850584
C 1.336242 1.057419 3.626504
C 1.397020 0.467374 4.882130
C 0.292128 -0.223905 5.395369
C -0.876294 -0.318813 4.639937
C -0.951588 0.265408 3.383817
H -0.861635 1.962036 1.219682
H 0.969792 2.216534 1.244405
H 2.182371 1.625550 3.227374
H 2.316804 0.535849 5.463593
H 0.346209 -0.679739 6.382528
H -1.729946 -0.866890 5.020660
H -1.866793 0.218196 2.797272

Atoms 1-2, force components in eV/Å:
V 0.272 -1.659 1.631
P -0.858 0.639 -0.158

Its multiplicity is 4. Its frontier orbital gap (spin up / spin down) is 6.9 / 6.8 eV. For the relative energy (zero: lowest compared OMol25 entry of this formula, charge and spin), the calculation gives 0.00 kcal per mole. Its net charge is +1. Its expectation value of S² is 3.7835. The calculation puts the total energy at -2535.60356 Ha.

Entry 6:
A molecular structure, C10H16BrIN2O5PV at a distorted geometry, computed with ωB97M-V with the def2-TZVPD basis set.

Element x y z (Å)
V -0.528624 -0.799142 0.262561
N -0.966043 1.255682 -0.763493
N -1.194913 2.054520 0.365409
C -1.102737 1.496642 1.618330
O -1.161167 2.058679 2.656246
O -0.906059 0.172058 1.440621
H -0.183141 1.628519 -1.323181
H -1.799335 1.240177 -1.371075
H -1.345663 3.059484 0.283176
C -2.335919 -4.353000 -0.183892
O -2.063856 -3.425822 -1.258510
P -1.873720 -1.891940 -1.220823
O -0.041815 -1.614150 -1.107784
C 0.802121 -2.068792 -2.136758
O -2.040486 -1.396441 -2.673169
C -2.684695 -2.029150 -3.818179
H -1.826666 -5.284324 -0.439564
H -3.410205 -4.541218 -0.141689
H -1.974099 -3.984720 0.779940
H 0.542318 -1.596108 -3.091594
H 0.730308 -3.157119 -2.249547
H 1.836588 -1.806437 -1.880057
H -3.723433 -1.703226 -3.872588
H -2.634154 -3.115016 -3.763604
H -2.156574 -1.668478 -4.702471
Br 3.423288 -4.026330 3.520452
C 2.351456 -2.894941 4.571052
C 2.704735 -2.677261 5.911769
C 1.953184 -1.829522 6.702647
C 0.831372 -1.196926 6.171613
C 0.454509 -1.407617 4.837184
C 1.211283 -2.245420 4.052357
I 0.621313 -2.667033 2.005917
H 3.570720 -3.185613 6.314657
H 2.232247 -1.658754 7.733734
H 0.228103 -0.548419 6.792105
H -0.428357 -0.913204 4.454419

Atoms 1-2, force components in eV/Å:
V 0.101 -0.816 1.889
N 0.160 -0.480 -0.105

Its multiplicity is 2. Its frontier orbital gap (spin up / spin down) is 3.6 / 3.8 eV. Its net charge is +3. Its expectation value of S² is 0.7663. The calculation puts the total energy at -5032.24553 Ha.